[1]
{
  "formula": "C15H19Br3Cl9CsFMgN4O9PS",
  "method": "the ωB97M-V functional and the def2-TZVPD basis",
  "orbital_gap_ev": 2.23,
  "lumo_ev": -4.156,
  "multiplicity": 1,
  "homo_ev": -6.39,
  "symbols": ["C", "C", "Cl", "C", "Cl", "N", "C", "N", "N", "C", "O", "C", "P", "O", "Br", "C", "Cl", "H", "H", "H", "H", "H", "C", "Cl", "Cl", "Cl", "H", "N", "O", "O", "O", "Mg", "F", "Br", "C", "Cl", "Cl", "Cl", "H", "Cs", "C", "C", "C", "O", "C", "O", "O", "H", "H", "H", "H", "H", "H", "C", "S", "O", "C", "H", "H", "H", "H", "H", "H", "Br"],
  "coordinates": [[2.432, -3.454, -1.252], [0.993, -4.072, -1.392], [0.465, -5.212, -0.071], [0.109, -3.796, -2.429], [0.547, -2.714, -3.780], [-1.213, -4.464, -2.325], [-1.331, -5.804, -2.744], [-2.679, -6.074, -2.455], [-3.203, -7.366, -2.700], [-2.952, -8.012, -1.610], [-2.676, -8.548, -0.626], [-3.424, -5.004, -1.895], [-5.219, -4.972, -1.340], [-5.745, -3.392, -1.632], [-5.249, -5.316, 0.927], [-2.411, -3.904, -1.812], [-2.716, -2.220, -1.176], [3.173, -4.219, -1.628], [2.485, -2.461, -1.784], [2.606, -3.278, -0.140], [-0.554, -6.475, -3.193], [-5.076, -3.011, -2.254], [0.394, 0.966, -2.278], [-0.667, -0.401, -1.979], [0.028, 2.302, -1.162], [2.065, 0.492, -2.134], [0.215, 1.318, -3.316], [-1.646, -0.835, -5.579], [-0.550, -0.268, -5.379], [-2.519, -0.835, -4.682], [-1.864, -1.402, -6.658], [-4.141, -0.603, 0.210], [3.697, 1.057, -3.714], [-1.091, 2.573, -3.454], [4.632, 2.264, 0.512], [2.935, 2.276, 0.046], [4.808, 1.742, 2.208], [5.569, 1.221, -0.561], [5.021, 3.278, 0.422], [6.716, 2.956, 1.931], [6.492, 8.769, 6.729], [7.339, 7.533, 6.516], [8.811, 7.770, 6.698], [9.389, 6.791, 5.838], [8.477, 6.538, 4.861], [8.707, 5.913, 3.870], [7.270, 7.092, 5.159], [5.432, 8.513, 6.676], [6.690, 9.223, 7.701], [6.674, 9.508, 5.945], [6.984, 6.719, 7.157], [9.131, 7.614, 7.729], [9.138, 8.761, 6.370], [-10.939, -1.043, -0.223], [-9.147, -0.855, -0.328], [-8.873, 0.447, -0.997], [-8.900, -2.154, -1.554], [-11.324, -0.294, 0.469], [-11.386, -0.892, -1.207], [-11.179, -2.039, 0.151], [-9.479, -1.933, -2.452], [-9.208, -3.114, -1.134], [-7.841, -2.194, -1.805], [5.774, -1.007, 0.710]]
}

[2]
{
  "formula": "C15H19BrCl2N7O4RhS",
  "method": "the ωB97M-V functional and the def2-TZVPD basis",
  "de_lowest_kj_mol": 32.3,
  "charge": 2,
  "orbital_gap_ev": [7.35, 4.51],
  "lumo_ev": [-6.115, -8.951],
  "multiplicity": 5,
  "homo_ev": [-13.46, -13.46],
  "symbols": ["Rh", "N", "N", "C", "N", "N", "N", "O", "O", "H", "H", "H", "H", "H", "Br", "C", "C", "C", "C", "C", "C", "C", "O", "O", "H", "H", "H", "H", "Cl", "C", "Cl", "H", "H", "C", "C", "C", "C", "N", "C", "S", "N", "C", "H", "H", "H", "H", "H", "H", "H", "H"],
  "coordinates": [[1.440, 0.473, 1.215], [1.356, 0.081, 3.833], [0.623, -1.053, 4.177], [-0.043, -1.737, 3.237], [-0.776, -2.777, 3.581], [0.123, -1.284, 1.984], [-0.540, -1.783, 0.921], [-1.373, -2.669, 1.016], [-0.155, -1.303, -0.139], [2.298, 0.002, 4.201], [0.914, 0.911, 4.218], [0.553, -1.327, 5.146], [-0.833, -3.113, 4.530], [-1.278, -3.273, 2.860], [4.628, -1.532, -5.411], [3.137, -0.576, -4.747], [2.172, -0.111, -5.630], [1.075, 0.583, -5.142], [0.937, 0.804, -3.782], [1.910, 0.331, -2.907], [3.019, -0.361, -3.385], [1.768, 0.532, -1.448], [2.646, 0.082, -0.652], [0.769, 1.140, -0.960], [2.279, -0.288, -6.691], [0.322, 0.953, -5.825], [0.091, 1.353, -3.391], [3.768, -0.727, -2.698], [3.362, 2.177, 1.542], [4.608, 0.904, 1.438], [3.877, -0.618, 1.973], [5.434, 1.165, 2.090], [4.911, 0.798, 0.403], [-2.937, 0.873, -2.264], [-2.875, 0.896, -0.781], [-3.849, 0.415, 0.064], [-3.618, 0.433, 1.442], [-2.476, 0.934, 1.946], [-1.582, 1.434, 1.125], [-0.161, 2.216, 1.747], [-1.768, 1.421, -0.215], [-4.609, -0.090, 2.416], [-3.889, 0.483, -2.613], [-2.134, 0.246, -2.660], [-2.800, 1.881, -2.661], [-4.763, 0.003, -0.337], [-0.972, 1.688, -0.800], [-5.313, -0.775, 1.950], [-5.173, 0.751, 2.831], [-4.104, -0.569, 3.252]]
}

no.,M (g mol⁻¹),E (eV)
1,1197.37,-391890.572
2,647.15,-143396.041